# 1
The following is a DFT calculation (ωB97M-V/def2-TZVPD) of a cluster of 9 separate species, C36H53NO24 in total.

Values from the calculation:
Energy in eV: -88823.79272
Energy above the lowest of the compared OMol25 structures with the same formula, charge and spin in eV: 0.0463
LUMO energy in eV: -0.11
HOMO level in hartree: -0.3219
Gap between HOMO and LUMO in eV: 8.652
SMILES string: C[C@H]1COC(=O)O1.C[C@H]1COC(=O)O1.C[C@H]1COC(=O)O1.C[C@H]1COC(=O)O1.C[C@H]1COC(=O)O1.C[C@H]1COC(=O)O1.C[C@H]1COC(=O)O1.C[C@H]1COC(=O)O1.c1cc[nH]c1
Total charge: 0

Geometry as XYZ:
```
114
Properties=species:S:1:pos:R:3:forces:R:3
C 0.47814 2.32103 -0.66762 0.221 0.276 -0.492
C -0.08011 1.16613 0.10434 -0.717 -0.638 0.322
C -0.63382 0.00717 -0.75167 0.512 1.808 -0.986
O 0.03941 -1.13544 -0.26736 -0.157 -0.445 -0.040
C 1.02824 -0.77236 0.56995 -0.661 0.209 0.247
O 1.85160 -1.53131 0.97901 0.384 -0.202 0.192
O 0.92636 0.51533 0.92454 0.163 -0.020 -0.412
H -0.15591 2.52756 -1.53520 -0.272 0.224 0.299
H 1.43790 2.12215 -1.15098 0.038 -0.346 0.317
H 0.60734 3.20862 -0.05103 -0.084 0.056 -0.062
H -0.90608 1.43194 0.76887 0.375 0.485 0.203
H -0.36706 0.20760 -1.79489 0.145 -0.460 0.022
H -1.72159 0.02611 -0.72716 -0.012 -0.854 0.409
C 3.19644 2.20006 3.53987 0.382 0.541 -0.156
C 4.10380 2.31551 2.31949 -0.958 -0.668 0.144
C 4.27691 1.01983 1.51508 -0.266 -0.159 -0.348
O 4.08476 1.41825 0.13244 0.519 0.069 0.098
C 3.71745 2.71777 0.10607 0.291 0.297 0.533
O 3.68822 3.42474 -0.84547 -0.334 -0.299 -0.415
O 3.41502 3.12615 1.35648 0.158 0.500 -0.078
H 3.74943 1.96777 4.44856 0.002 -0.159 -0.041
H 2.38699 1.48779 3.40565 0.007 -0.042 -0.085
H 2.77938 3.20199 3.66081 -0.123 -0.101 0.238
H 5.03336 2.81624 2.58984 0.140 -0.083 -0.186
H 3.48179 0.30264 1.71361 0.082 -0.010 0.263
H 5.24925 0.54206 1.60306 0.053 0.065 0.023
C 0.58237 -4.53326 1.84580 -0.839 -0.414 0.819
C 1.46548 -5.66725 2.33571 0.132 0.963 -0.519
C 2.96161 -5.34596 2.08142 -0.702 -0.815 -0.034
O 3.53801 -5.34655 3.38040 0.170 0.005 0.177
C 2.58479 -5.51141 4.32307 -0.195 -0.050 -0.282
O 2.77043 -5.40218 5.49145 0.033 -0.069 0.091
O 1.39362 -5.79498 3.75345 0.106 0.091 0.384
H 0.80168 -4.28962 0.81030 -0.058 0.108 -0.034
H 0.66052 -3.65912 2.49520 0.476 0.120 -0.231
H -0.46106 -4.84296 1.96059 0.026 0.014 -0.373
H 1.10713 -6.59605 1.89836 0.352 -0.184 0.001
H 3.09556 -4.36204 1.63901 0.037 0.001 -0.122
H 3.39089 -6.14091 1.47278 0.392 0.227 0.029
C 3.23985 -1.91495 4.12520 -0.150 0.345 0.188
C 2.03473 -1.70829 5.01151 0.053 0.485 0.113
C 2.03862 -2.49461 6.33749 -0.039 0.330 -0.780
O 1.83011 -1.49361 7.33378 -0.054 0.104 -0.121
C 1.94969 -0.25878 6.78766 -0.325 -0.135 0.065
O 1.96470 0.75250 7.41095 0.036 0.052 0.014
O 2.00381 -0.32690 5.44048 0.319 -0.174 0.272
H 3.31011 -2.95732 3.81695 0.085 0.103 -0.141
H 4.14527 -1.63290 4.66649 -0.003 -0.180 0.097
H 3.15329 -1.24195 3.27365 0.010 -0.297 -0.214
H 1.09731 -1.82547 4.46462 0.077 -0.347 -0.067
H 2.99446 -2.97515 6.52951 -0.066 -0.183 -0.034
H 1.22696 -3.21549 6.28055 0.070 -0.106 0.651
C 2.88989 -2.49279 -2.39275 0.081 -0.777 -0.176
C 3.16404 -1.05519 -2.03747 -0.578 -0.108 -0.812
C 4.41129 -0.41380 -2.63602 0.695 -0.246 1.192
O 3.96865 0.86420 -3.06606 -0.026 -0.140 -0.569
C 2.64276 0.79086 -3.31687 0.019 -0.295 0.360
O 2.00896 1.54301 -3.97802 -0.044 0.299 -0.017
O 2.10972 -0.28740 -2.68652 0.109 0.180 0.207
H 2.56435 -2.56655 -3.43202 0.096 0.158 -0.043
H 2.09368 -2.93268 -1.79106 0.004 0.210 0.138
H 3.75494 -3.15482 -2.29867 0.130 0.243 0.182
H 3.09708 -0.88740 -0.96685 0.110 0.112 0.019
H 4.91886 -0.97667 -3.42237 -0.500 0.045 -0.370
H 5.15800 -0.30014 -1.84692 -0.052 0.335 -0.080
C -4.53140 -1.26374 -6.83656 0.027 0.133 -0.330
C -4.51837 0.04932 -6.09033 -0.412 0.324 0.036
C -5.65479 0.31862 -5.06519 0.628 -0.572 -0.793
O -4.97103 0.48687 -3.82617 -0.077 0.455 -0.187
C -3.62851 0.49023 -4.03198 -0.070 -1.583 0.568
O -2.84650 0.60613 -3.14041 0.136 0.485 -0.206
O -3.32950 0.11519 -5.28049 -0.022 0.602 -0.227
H -3.82666 -1.17135 -7.66365 0.148 -0.287 0.122
H -5.49583 -1.47752 -7.29961 -0.119 0.152 0.176
H -4.25682 -2.10000 -6.19744 0.012 -0.008 0.053
H -4.50994 0.86490 -6.81538 0.292 0.043 0.079
H -6.29686 -0.56068 -5.05922 -0.259 0.197 0.497
H -6.19320 1.22897 -5.30978 -0.211 -0.061 0.082
C -0.73651 -2.70572 -3.19238 -0.117 0.887 0.214
C -2.05361 -3.28028 -2.74478 0.045 -0.465 -0.201
C -2.91069 -3.81432 -3.89708 -0.468 0.686 -0.659
O -3.20884 -5.15188 -3.55233 0.041 -0.187 -0.207
C -2.48584 -5.52297 -2.47286 0.055 0.003 0.168
O -2.45783 -6.62222 -2.02616 -0.029 -0.027 -0.002
O -1.80932 -4.47206 -1.97009 -0.046 0.050 0.040
H -0.23734 -2.20764 -2.36198 0.121 -0.253 0.004
H -0.92249 -1.91225 -3.92332 0.040 -0.130 -0.114
H -0.08115 -3.46315 -3.61601 -0.090 -0.090 -0.079
H -2.62670 -2.59695 -2.11859 0.119 0.103 0.030
H -2.42500 -3.73131 -4.87618 0.430 -0.490 0.223
H -3.84643 -3.27402 -4.06979 -0.071 -0.024 0.551
C -2.76888 6.77554 1.48305 -0.247 -0.379 -0.183
C -1.83443 6.24149 2.54446 0.249 -0.503 -0.731
C -0.66461 5.45099 1.97522 0.890 0.590 -0.037
O 0.33366 6.47897 1.77589 -0.149 -0.073 -0.181
C -0.00233 7.56287 2.50246 -0.020 -0.081 -0.120
O 0.60551 8.58132 2.52675 0.076 -0.013 0.184
O -1.14812 7.31898 3.18436 -0.332 0.180 0.390
H -3.57939 7.32473 1.95723 -0.014 0.138 -0.150
H -3.18424 5.93617 0.91932 -0.180 0.009 0.170
H -2.26748 7.38992 0.73414 0.160 0.202 0.255
H -2.36685 5.60489 3.24813 -0.040 0.421 0.388
H -0.83001 4.99973 1.00095 -0.197 -0.186 0.088
H -0.23308 4.75873 2.69843 -0.209 -0.264 -0.092
N -4.65991 2.83808 -1.72709 -0.399 0.072 0.289
C -5.69919 3.08209 -0.86085 -0.072 -0.352 -0.562
C -5.17152 3.39622 0.35372 0.201 0.043 0.503
C -3.75148 3.35127 0.22583 -0.309 -0.093 0.031
C -3.48833 2.98842 -1.06375 0.803 -0.369 -0.042
H -4.76030 2.41924 -2.63280 0.006 0.032 0.023
H -6.70802 2.93390 -1.20648 -0.082 0.151 0.168
H -5.70995 3.54838 1.27443 -0.121 0.215 -0.102
H -3.02093 3.51938 0.99930 0.004 -0.016 0.025
H -2.55832 2.68578 -1.51605 -0.001 0.283 -0.145
```
Forces are in eV/Å.

---

# 2
The following is a DFT calculation (ωB97M-V/def2-TZVPD) of a structure of composition C27H40CuF6O23.

Values from the calculation:
Spin multiplicity: 2
Energy in eV: -136683.44485
Energy above the lowest of the compared OMol25 structures with the same formula, charge and spin in eV: 0.0000
LUMO energy (spin up / spin down) in eV: 0.43 / 0.42
HOMO level (spin up / spin down) in hartree: -0.3152 / -0.3110
Gap between HOMO and LUMO (spin up / spin down) in eV: 9.011 / 8.881
Total charge: 0

Geometry as XYZ:
```
97
Properties=species:S:1:pos:R:3:forces:R:3
Cu 1.99270 18.66523 11.01551 0.107 0.497 -0.447
C 1.45684 21.72429 13.61346 0.351 -1.049 -1.180
C 1.60220 21.38526 12.10583 -0.015 0.242 -0.686
C 2.48273 22.51021 11.49389 1.066 0.761 1.386
O 2.22198 20.10332 12.03088 0.239 2.626 1.182
H 0.89030 20.86746 13.97116 -0.030 0.208 0.771
H 1.11250 22.69536 13.96459 -0.331 -0.043 -0.438
H 2.49972 21.61923 13.84629 0.466 -0.144 1.124
H 0.60656 21.34949 11.64295 0.005 0.097 -0.188
H 3.46118 22.35252 12.00261 -0.413 0.239 -0.046
H 2.18980 23.58342 11.75285 -0.054 -1.482 -0.258
H 2.80911 22.51326 10.46612 -0.634 -0.461 -0.707
O 1.85111 17.10667 10.14216 -0.502 -1.431 -1.059
H 1.26116 17.28622 9.39409 0.202 -0.027 0.194
C -1.73989 17.60188 7.29101 -0.850 0.468 -0.747
C -2.74603 18.00865 6.16894 1.257 0.013 -0.070
O -1.87463 18.35229 5.11135 -1.130 -0.706 -0.787
C -0.62801 18.49974 5.55186 -0.234 0.637 -0.863
O 0.28461 18.81660 4.87936 1.246 0.362 -1.113
O -0.55831 18.31023 6.82981 -0.074 -1.490 2.642
F -3.40569 19.15906 6.47214 -0.405 -0.241 0.376
H -1.60335 16.48093 7.32244 0.028 1.442 0.175
H -2.03382 18.09027 8.21991 0.012 -0.602 0.132
H -3.42120 17.23443 5.80404 -0.156 0.223 0.260
C 1.73840 15.98754 5.43125 0.154 0.153 -1.225
C 0.93850 15.61526 6.67441 0.004 1.100 -1.035
O 1.72694 14.74908 7.33409 1.438 -1.089 0.417
C 2.88255 14.48254 6.61747 -0.118 -0.848 0.422
O 3.69159 13.74607 7.10416 0.186 0.572 -0.997
O 2.89353 15.09926 5.42158 -0.835 -0.430 1.842
F -0.22387 15.01017 6.27802 -0.524 -0.369 0.041
H 2.10643 17.01553 5.42984 -0.140 -0.162 -0.101
H 1.16329 15.72955 4.52369 0.223 0.498 0.450
H 0.68844 16.42729 7.33744 -0.205 0.372 0.018
C 3.58847 13.26959 10.13702 -0.264 -0.575 2.385
C 3.51694 14.43672 11.15139 -0.077 -0.720 0.910
O 4.84759 14.69236 11.59566 -0.025 -2.769 -1.600
C 5.67632 13.68650 10.94471 0.215 1.007 -0.348
O 6.86753 13.67285 10.98132 -0.903 0.231 0.616
O 4.96931 12.86405 10.13062 -0.436 1.058 0.994
F 2.64150 14.06662 12.23705 1.347 0.116 -0.857
H 3.27949 13.51589 9.16075 -0.179 0.392 -1.011
H 2.95264 12.45335 10.54886 0.539 0.399 -0.378
H 3.08409 15.33886 10.81260 -0.360 1.097 -0.562
C -0.42052 15.43319 12.06279 -1.117 -0.372 -2.548
C -0.31158 15.06274 10.50009 0.755 -0.190 2.200
O -1.18435 15.96204 9.85632 0.034 -0.628 0.912
C -1.97759 16.55835 10.78996 -0.081 0.153 1.319
O -2.89609 17.27187 10.55566 0.168 -0.151 -0.312
O -1.57491 16.26587 12.08393 -0.801 0.225 -1.589
F -0.75562 13.74924 10.40053 -0.034 0.757 -0.543
H 0.35450 16.01338 12.44387 1.741 0.699 0.341
H -0.60798 14.56459 12.65809 -0.024 -0.591 0.182
H 0.70226 15.16381 10.09038 -0.503 -0.094 0.022
C 7.00112 14.82294 6.25586 -0.349 0.187 -0.349
C 6.74562 15.56534 7.58967 1.109 0.975 -1.310
O 5.64002 16.33404 7.31441 -0.185 0.024 -0.245
C 5.44907 16.40882 5.95861 -1.276 0.670 0.057
O 4.64000 17.14733 5.50163 0.021 0.469 -0.229
O 6.16188 15.53192 5.28255 1.190 -0.283 1.102
F 7.81607 16.48025 7.80877 -0.816 -1.161 0.035
H 6.65433 13.80676 6.21438 -0.117 -0.466 0.450
H 8.03182 14.86791 5.92759 0.134 0.200 0.093
H 6.55600 14.99482 8.47394 0.359 -0.414 0.506
C -2.24989 18.92909 14.13328 1.674 -0.308 -0.982
C -0.98323 18.24040 14.72266 1.350 0.971 0.414
O 0.00703 18.29538 13.64897 -1.754 -0.354 0.951
C -0.60293 18.77764 12.54359 0.020 -0.564 1.595
O -0.05202 18.83069 11.50536 0.093 0.125 -2.157
O -1.83760 19.15788 12.75636 -0.911 0.547 0.582
F -1.17920 16.96686 15.15742 -0.163 0.139 -0.674
H -2.52616 19.86865 14.58167 0.319 0.368 0.224
H -3.11763 18.31910 14.08422 -0.537 -0.895 0.167
H -0.45328 18.75972 15.54283 -0.745 -0.068 -0.227
C 3.55053 17.74615 13.48308 0.774 -1.343 0.257
O 3.67763 17.71066 12.07847 0.069 -0.613 0.417
C 4.90004 18.31682 11.72516 -0.817 0.944 -0.373
C 4.92561 18.23624 10.22169 0.040 -0.236 -1.332
O 3.91118 19.13107 9.72206 1.238 -0.452 0.167
C 3.70593 18.97708 8.32216 0.227 1.796 0.665
C 2.70285 20.02309 8.03071 -2.617 -0.639 -0.630
O 1.43993 19.65948 8.69652 0.998 0.953 -0.577
C 0.51105 20.75326 8.57312 1.440 -0.383 -1.048
H 3.53537 18.79593 13.81839 -0.354 -0.504 0.208
H 4.44121 17.17642 13.87776 -0.716 0.745 0.080
H 2.68313 17.10950 13.69981 -0.052 0.721 0.334
H 5.75365 17.86301 12.23678 -0.051 -0.258 -0.229
H 4.76559 19.36240 12.09204 0.684 -0.258 -0.590
H 4.60374 17.22506 9.80442 0.799 0.816 0.950
H 5.92528 18.52007 9.80766 -0.670 -0.208 0.221
H 3.35671 18.00551 8.08739 -0.290 -1.157 -0.261
H 4.57250 19.25037 7.71420 0.433 -0.395 0.265
H 2.48549 20.09993 6.94277 0.247 0.045 0.472
H 2.97337 20.97853 8.44259 0.533 0.492 0.027
H -0.24045 20.46115 9.25973 -1.139 0.336 0.504
H 0.16314 20.80653 7.51330 -0.029 0.044 0.758
H 1.01044 21.71795 8.82713 -0.494 -0.588 0.087
```
Forces are in eV/Å.

---

# 3
The following is a DFT calculation (ωB97M-V/def2-TZVPD) of an isolated molecule of C6H3F3INO2.

Values from the calculation:
Energy in eV: -28104.30633
LUMO energy (spin up / spin down) in eV: -2.17 / -1.98
HOMO level (spin up / spin down) in hartree: -0.3326 / -0.3417
Gap between HOMO and LUMO (spin up / spin down) in eV: 6.875 / 7.316
Total charge: 0

Geometry as XYZ:
```
16
Properties=species:S:1:pos:R:3:forces:R:3
C 1.14228 -0.74945 -0.19107 0.547 -0.679 2.456
C -1.02429 -0.59362 -0.19674 -2.504 1.624 -0.537
C 1.94177 -0.40995 -1.15766 1.974 -0.065 -3.417
C -0.11572 -1.65489 -0.39161 0.795 3.963 0.010
C -2.05455 1.49297 0.26783 -1.784 -0.773 3.153
C 1.59712 -0.50782 1.27814 1.105 0.636 -2.286
N -1.60241 0.44961 -0.50327 2.394 -5.724 -0.920
O 2.62376 -0.21524 -2.09661 -1.575 -0.064 2.388
O -0.18480 -2.80914 -0.57002 -0.222 -2.496 -0.313
F 2.67420 -1.25109 1.56259 -0.361 -0.998 0.430
F 2.04347 0.73034 1.51490 -0.233 0.992 -0.381
F 0.60181 -0.70532 2.09271 -0.728 -0.848 1.080
I -1.24876 1.05851 -2.96327 -0.119 0.171 0.081
H -2.94876 1.84329 -0.17027 -1.121 0.662 0.001
H -2.14318 1.15993 1.37944 -0.081 0.753 -1.952
H -1.30193 2.16189 0.14490 1.912 2.847 0.208
```
Forces are in eV/Å.

---

Sequential max |F| output: 2.12, 3.20, 6.27 eV/Å